1.
{"formula": "C24H23N5O5S", "method": "ωB97M-V/def2-TZVPD", "elements": ["C", "O", "C", "C", "C", "C", "N", "C", "O", "C", "S", "C", "N", "N", "C", "C", "N", "C", "O", "C", "C", "C", "C", "O", "N", "C", "C", "C", "C", "C", "C", "O", "C", "C", "C", "H", "H", "H", "H", "H", "H", "H", "H", "H", "H", "H", "H", "H", "H", "H", "H", "H", "H", "H", "H", "H", "H", "H"], "coordinates": [[7.3912, 3.2932, 0.5307], [6.3789, 3.0291, -0.4083], [5.6335, 1.8948, -0.2578], [5.7737, 0.9764, 0.7752], [4.9632, -0.1452, 0.8321], [3.9999, -0.3670, -0.1428], [3.1559, -1.4822, -0.1549], [3.0096, -2.4363, 0.7872], [3.6220, -2.5224, 1.8306], [1.9495, -3.4715, 0.4044], [0.2548, -2.8753, 0.7339], [-0.0168, -1.9220, -0.6854], [0.8278, -1.6784, -1.6579], [0.2114, -0.8796, -2.5456], [-0.9985, -0.6573, -2.1257], [-2.0074, 0.2365, -2.7529], [-2.4505, 1.2333, -1.8047], [-3.7084, 1.2265, -1.2967], [-4.5971, 0.5105, -1.7166], [-3.9072, 2.1646, -0.1829], [-5.0258, 2.3944, 0.5752], [-4.6528, 3.3449, 1.5493], [-3.3393, 3.6236, 1.3164], [-2.8772, 2.9170, 0.2757], [-1.2090, -1.3105, -0.9365], [-2.3434, -1.2757, -0.0962], [-3.4926, -1.9697, -0.4237], [-4.5928, -1.9052, 0.4131], [-4.5284, -1.1519, 1.5696], [-3.3783, -0.4570, 1.9073], [-2.2700, -0.5041, 1.0738], [-1.0982, 0.1600, 1.2663], [-0.8981, 0.8282, 2.4896], [3.8575, 0.5561, -1.1802], [4.6620, 1.6711, -1.2357], [6.9828, 3.4234, 1.5385], [7.8564, 4.2240, 0.2092], [8.1448, 2.4990, 0.5448], [6.5132, 1.1161, 1.5477], [5.0791, -0.8507, 1.6378], [2.5087, -1.5198, -0.9498], [2.0004, -3.7430, -0.6485], [2.0649, -4.3489, 1.0396], [-2.9013, -0.3224, -3.0501], [-1.5562, 0.7040, -3.6321], [-1.7487, 1.8106, -1.3667], [-5.9802, 1.9315, 0.4374], [-5.2728, 3.7635, 2.3149], [-2.6507, 4.2883, 1.8011], [-3.5209, -2.5508, -1.3324], [-5.4942, -2.4363, 0.1557], [-5.3840, -1.0958, 2.2249], [-3.3569, 0.1273, 2.8133], [-0.9936, 0.1419, 3.3354], [0.1198, 1.2123, 2.4485], [-1.5982, 1.6611, 2.6106], [3.1096, 0.3880, -1.9417], [4.5616, 2.3900, -2.0333]], "lumo_energy_ev": 0.508, "charge": 0, "homo_ha": -0.2809, "smiles": "COc1ccc(NC(=O)CSc2nnc(CNC(=O)c3ccco3)n2-c2ccccc2OC)cc1"}



2.
{"formula": "C24H23NO4S", "method": "ωB97M-V/def2-TZVPD", "elements": ["C", "C", "C", "C", "C", "C", "C", "N", "C", "C", "C", "O", "C", "C", "C", "C", "C", "C", "C", "O", "O", "C", "C", "O", "C", "C", "C", "C", "S", "C", "H", "H", "H", "H", "H", "H", "H", "H", "H", "H", "H", "H", "H", "H", "H", "H", "H", "H", "H", "H", "H", "H", "H"], "coordinates": [[0.6248, -0.1981, -4.6377], [1.6529, -0.3638, -3.5573], [2.9896, -0.0788, -3.7773], [3.9082, -0.2445, -2.7534], [3.5296, -0.6887, -1.5000], [4.5451, -0.8544, -0.4076], [2.1736, -0.9764, -1.2675], [1.7947, -1.4891, -0.0323], [0.4400, -1.4048, 0.4304], [0.3312, -2.0469, 1.8323], [1.0441, -1.1228, 2.8045], [2.2527, -1.1312, 2.8891], [0.2139, -0.1317, 3.5270], [-1.0884, -0.3833, 3.9548], [-1.8133, 0.6087, 4.5901], [-1.2550, 1.8612, 4.7950], [0.0439, 2.1153, 4.3841], [0.7781, 1.1226, 3.7650], [-0.0451, 0.0454, 0.5410], [0.6646, 1.0114, 0.5192], [-1.3781, 0.0916, 0.6942], [-1.9600, 1.3714, 0.9029], [-3.3189, 1.5149, 0.2304], [-4.1784, 2.1962, 0.7489], [-3.5165, 0.8666, -1.0507], [-4.6459, 0.9922, -1.8306], [-4.5555, 0.3002, -3.0450], [-3.3623, -0.3476, -3.1838], [-2.3363, -0.1313, -1.8350], [1.2611, -0.8122, -2.3037], [0.1623, -1.1570, -4.8713], [-0.1614, 0.4827, -4.3125], [1.0750, 0.1981, -5.5442], [3.3178, 0.2748, -4.7437], [4.9491, -0.0166, -2.9360], [5.5321, -0.5713, -0.7647], [4.5859, -1.8895, -0.0685], [4.3015, -0.2254, 0.4498], [2.4655, -1.2935, 0.7013], [-0.2286, -1.9429, -0.2512], [0.8416, -3.0104, 1.8009], [-0.7178, -2.1824, 2.0813], [-1.5325, -1.3587, 3.8240], [-2.8204, 0.4062, 4.9230], [-1.8324, 2.6353, 5.2779], [0.4837, 3.0873, 4.5478], [1.7889, 1.3047, 3.4336], [-1.2844, 2.1415, 0.5035], [-2.0801, 1.5448, 1.9779], [-5.4914, 1.5763, -1.5156], [-5.3338, 0.2819, -3.7861], [-3.0309, -0.9475, -4.0089], [0.2157, -1.0301, -2.1451]], "lumo_energy_ev": -0.150, "charge": 0, "homo_ha": -0.2857, "smiles": "Cc1ccc(C)c(N[C@@H](CC(=O)c2ccccc2)C(=O)OCC(=O)c2cccs2)c1"}



3.
{"formula": "C24H23NO6", "method": "ωB97M-V/def2-TZVPD", "elements": ["C", "C", "C", "C", "C", "O", "C", "O", "C", "O", "C", "C", "C", "C", "O", "C", "C", "C", "C", "N", "C", "C", "C", "O", "C", "C", "C", "C", "C", "C", "O", "H", "H", "H", "H", "H", "H", "H", "H", "H", "H", "H", "H", "H", "H", "H", "H", "H", "H", "H", "H", "H", "H", "H"], "coordinates": [[-0.6665, -2.4136, 2.1786], [-1.5812, -1.8189, 1.1693], [-2.6189, -0.9569, 1.3544], [-3.2353, -0.7435, 0.0890], [-4.3207, 0.1685, -0.2197], [-5.1398, 0.0099, -1.0997], [-4.2720, 1.4720, 0.5936], [-3.0411, 2.1011, 0.2515], [-2.0558, 2.1355, 1.1624], [-2.2010, 1.8394, 2.3245], [-0.7751, 2.5602, 0.5585], [-0.6907, 2.9586, -0.7736], [0.5258, 3.3173, -1.3137], [1.6794, 3.2747, -0.5354], [2.8889, 3.6231, -1.0337], [1.6022, 2.8666, 0.7956], [0.3840, 2.5172, 1.3341], [-2.5310, -1.5046, -0.8325], [-2.7698, -1.6371, -2.2922], [-1.5190, -2.1326, -0.1725], [-0.4528, -2.8601, -0.8007], [0.8309, -2.0229, -1.0014], [0.6014, -0.5054, -1.0222], [1.8115, 0.1614, -1.2928], [2.8525, -0.2741, -0.5061], [3.9870, 0.5182, -0.3903], [5.0361, 0.1159, 0.4134], [4.9599, -1.0763, 1.1157], [3.8443, -1.8808, 0.9918], [2.7926, -1.4920, 0.1723], [1.7169, -2.3399, 0.0561], [-0.8554, -3.4831, 2.2858], [-0.8404, -1.9360, 3.1384], [0.3774, -2.2818, 1.9036], [-2.9284, -0.5452, 2.2932], [-5.0843, 2.1348, 0.2872], [-4.3087, 1.2857, 1.6711], [-1.5833, 2.9873, -1.3779], [0.5900, 3.6294, -2.3479], [2.8036, 3.8717, -1.9629], [2.5075, 2.8290, 1.3801], [0.3053, 2.1988, 2.3625], [-3.0046, -2.6703, -2.5510], [-1.9055, -1.3237, -2.8789], [-3.6244, -1.0222, -2.5602], [-0.1790, -3.7178, -0.1797], [-0.8033, -3.2241, -1.7670], [1.3084, -2.3087, -1.9527], [0.2057, -0.1809, -0.0502], [-0.0925, -0.2121, -1.8104], [4.0205, 1.4522, -0.9259], [5.9109, 0.7413, 0.4988], [5.7726, -1.3851, 1.7545], [3.7648, -2.8204, 1.5151]], "lumo_energy_ev": 0.525, "charge": 0, "homo_ha": -0.2991, "smiles": "Cc1cc(C(=O)COC(=O)c2ccc(O)cc2)c(C)n1C[C@H]1COc2ccccc2O1"}



4.
{"formula": "C24H24BrCl2N2O3PdSSi", "method": "ωB97M-V/def2-TZVPD", "elements": ["Pd", "C", "Si", "C", "C", "N", "C", "C", "C", "C", "C", "C", "O", "C", "C", "C", "C", "C", "C", "H", "H", "H", "H", "H", "H", "H", "H", "H", "H", "H", "H", "H", "H", "H", "H", "H", "H", "Br", "C", "C", "C", "C", "C", "C", "C", "O", "O", "H", "H", "H", "H", "Cl", "C", "Cl", "H", "H", "S", "C", "N"], "coordinates": [[-0.1502, -0.6529, -0.1065], [1.4775, -0.2918, -2.6151], [2.7145, -0.1143, -1.1758], [3.7379, 1.4706, -1.5021], [3.8732, -1.6287, -1.3248], [1.8190, 0.1051, 0.2688], [2.2310, 0.1821, 1.5586], [3.5568, -0.0709, 1.9538], [3.9565, 0.0046, 3.2716], [3.0561, 0.3400, 4.2681], [1.7414, 0.6168, 3.9231], [1.3333, 0.5388, 2.6068], [0.0573, 0.9200, 2.2265], [-1.0500, 0.5752, 2.9605], [-1.1161, -0.5148, 3.8206], [-2.3004, -0.7815, 4.4874], [-3.4137, 0.0228, 4.3092], [-3.3469, 1.0954, 3.4344], [-2.1718, 1.3791, 2.7674], [2.0101, -0.5807, -3.5212], [0.9411, 0.6337, -2.8242], [0.7355, -1.0758, -2.4222], [4.2214, 1.4304, -2.4764], [4.5107, 1.6123, -0.7486], [3.0979, 2.3512, -1.4814], [4.3513, -1.6346, -2.3043], [3.2965, -2.5480, -1.2265], [4.6576, -1.6478, -0.5692], [4.2587, -0.3550, 1.1832], [4.9863, -0.2082, 3.5265], [3.3650, 0.3913, 5.3026], [1.0247, 0.8957, 4.6843], [-0.2615, -1.1680, 3.9325], [-2.3591, -1.6416, 5.1415], [-4.3331, -0.1936, 4.8364], [-4.2207, 1.7116, 3.2670], [-2.1116, 2.2000, 2.0661], [-3.8045, 1.5599, -2.7507], [-4.8121, 0.5712, -1.4874], [-6.1718, 0.8484, -1.4374], [-6.9870, 0.1477, -0.5689], [-6.4485, -0.8196, 0.2650], [-5.0909, -1.0707, 0.2309], [-4.2492, -0.3834, -0.6417], [-2.7747, -0.7067, -0.5530], [-2.3747, -1.2785, 0.4832], [-2.0215, -0.3678, -1.4934], [-6.5844, 1.6031, -2.0913], [-8.0472, 0.3589, -0.5447], [-7.0891, -1.3776, 0.9352], [-4.6421, -1.8005, 0.8899], [-1.3024, 4.5740, 0.3903], [-0.0351, 3.4237, -0.0592], [-0.7179, 1.9089, -0.6877], [0.5419, 3.2012, 0.8341], [0.5659, 3.8858, -0.8365], [0.4182, -2.7119, 1.2226], [0.3192, -3.0401, -0.3974], [0.2927, -3.3738, -1.5118]], "lumo_energy_ev": [1.340, 1.674], "charge": -1, "homo_ha": [-0.1758, -0.1772]}